# 1
DFT (wB97M-V/def2-TZVPD) results for one molecule with the formula C9H11NO2.

Element x y z (Å)
C  -1.70281  1.10299  0.22609
H  -1.62203  2.15068  0.50824
O  2.90020  -1.61892  -0.37549
C  -0.68056  0.33247  -0.32277
H  -3.66703  1.25757  0.94725
C  1.78408  0.34670  0.52285
H  -2.52947  -2.66337  -0.44739
H  3.34293  -0.75088  -0.59634
H  1.46621  0.62894  1.52620
C  1.83793  -1.23661  0.39013
C  -2.97664  0.62500  0.34373
C  -2.30228  -1.60937  -0.32957
H  1.30157  0.61103  -1.49162
H  0.69259  1.98151  -0.59585
C  -3.24417  -0.74966  0.19696
H  3.51544  1.65033  0.90111
H  -0.21838  -1.55736  -1.04973
N  3.00187  1.00492  0.12410
O  0.94930  -1.94302  0.95705
H  -4.30519  -1.17421  0.45763
C  -1.07641  -1.03061  -0.62774
H  2.74099  1.79718  -0.74308
C  0.79186  0.84468  -0.52177

LUMO energy = 0.487 eV
ΔE to the lowest compared entry with this formula, charge and spin = 54.1 kcal per mole
HOMO = -8.85 eV
Frontier orbital gap = 9.34 eV
Energy = -15094.840 eV

So, what does the natural (NBO) scheme give us? The charges, in e, come out as:
1. C -0.21
2. H 0.20
3. O -0.67
4. C -0.04
5. H 0.21
6. C -0.19
7. H 0.23
8. H 0.52
9. H 0.23
10. C 0.78
11. C -0.24
12. C -0.24
13. H 0.21
14. H 0.22
15. C -0.18
16. H 0.40
17. H 0.21
18. N -0.89
19. O -0.58
20. H 0.21
21. C -0.16
22. H 0.38
23. C -0.42

***

# 2
DFT (wB97M-V/def2-TZVPD) results for C12H27MnN6O4 as an isolated structure.

Element x y z (Å)
H  -3.27886  -4.86041  -2.15076
O  0.32556  -1.45608  2.26212
H  2.37179  -0.15436  -0.32386
N  1.03365  1.07122  0.71905
H  -4.35121  -3.46435  -2.08862
H  4.11977  1.62723  -0.60564
C  0.90483  2.23992  1.38627
H  -4.01703  -2.09604  -0.20073
H  0.40952  -4.72662  -3.28656
H  3.73653  3.72993  0.76710
H  -1.12337  4.21007  2.37913
C  3.35433  1.69824  0.16454
H  0.63712  5.29977  3.69469
C  -0.44391  3.58722  2.96614
H  2.67001  3.58558  -0.62547
C  0.84609  4.33450  3.23913
N  -0.51458  -3.04034  -2.48804
C  2.12023  0.91733  -0.25882
H  0.92446  -2.38630  -3.83430
H  -3.02636  -3.47460  -3.24176
C  0.66225  -2.22692  -2.79171
N  -2.49867  -3.12010  -1.22426
C  -3.31995  -3.77472  -2.24062
H  3.75642  1.29836  1.09607
H  2.53627  4.99021  2.06409
O  -1.05646  0.83309  -1.20900
C  -3.22036  -2.81087  0.01009
H  1.16160  -1.72401  2.66270
H  0.97578  5.17953  1.26107
C  1.56291  4.52864  1.91472
H  -0.79890  1.62108  2.23915
O  -1.96717  0.56339  0.64647
H  -0.95225  3.31431  3.88816
N  -2.03136  1.04895  -0.48978
Mn  -0.01010  -0.43172  0.27936
H  -0.93202  -4.12123  -4.25976
H  1.47679  3.75949  3.91929
H  -0.37547  -1.84418  2.80036
O  -0.69943  -1.93684  -0.53338
H  -3.66876  -3.72252  0.40371
H  -1.23656  -5.01483  -2.75696
H  -2.56397  -2.38310  0.75536
H  0.44177  -1.16902  -2.66123
N  -0.12329  2.36430  2.23246
C  -0.58932  -4.29231  -3.23882
H  1.79722  1.27053  -1.24453
N  1.77862  3.23656  1.24674
H  1.51716  -2.51208  -2.17180
C  2.92614  3.14177  0.34097
C  -1.24747  -2.70767  -1.41252

LUMO energy (spin up / spin down) = -8.950 / -6.619 eV
Total charge = +2
ΔE to the lowest compared entry with this formula, charge and spin = 57.8 kcal per mole
2S+1 = 5
HOMO (spin up / spin down) = -15.23 / -15.20 eV
Frontier orbital gap (spin up / spin down) = 6.28 / 8.58 eV
Energy = -61318.184 eV

So, what does the natural (NBO) scheme give us? The charges, in e, come out as:
1. H 0.22
2. O -0.98
3. H 0.20
4. N -0.68
5. H 0.24
6. H 0.26
7. C 0.67
8. H 0.22
9. H 0.23
10. H 0.24
11. H 0.21
12. C -0.41
13. H 0.26
14. C -0.22
15. H 0.22
16. C -0.42
17. N -0.40
18. C -0.26
19. H 0.24
20. H 0.23
21. C -0.41
22. N -0.37
23. C -0.42
24. H 0.23
25. H 0.23
26. O -0.41
27. C -0.41
28. H 0.53
29. H 0.22
30. C -0.21
31. H 0.42
32. O -0.48
33. H 0.24
34. N 0.47
35. Mn 1.63
36. H 0.22
37. H 0.22
38. H 0.53
39. O -0.83
40. H 0.23
41. H 0.23
42. H 0.21
43. H 0.20
44. N -0.56
45. C -0.41
46. H 0.22
47. N -0.38
48. H 0.20
49. C -0.21
50. C 0.83

***

# 3
DFT (wB97M-V/def2-TZVPD) results for C28H25BrCoN4O5S as an isolated structure.

Element x y z (Å)
C  1.49466  2.50354  0.99808
C  -2.66468  1.49300  -0.34105
C  2.26623  2.54121  -1.21795
C  -2.42597  -0.92361  4.57863
C  3.68339  -4.90515  -1.38016
H  -0.49199  2.17900  -2.83903
C  -1.42617  1.80428  -2.42314
C  -2.19175  0.43730  4.67169
H  -4.90262  -0.11755  -0.51105
N  1.38383  2.02256  -0.25436
C  -2.75656  0.00847  -0.46066
H  2.85855  -2.86203  1.22142
H  -0.25186  3.71425  -1.03240
Br  -3.36839  -1.80338  5.96212
H  3.14378  5.38597  0.51409
C  -1.53007  -0.65072  -0.52035
O  1.17656  -0.74542  0.24280
H  2.22036  3.94629  2.39850
H  3.08188  4.51898  -1.78196
O  2.20425  -1.39173  -4.16124
H  -2.17341  -2.70740  3.41508
H  -1.35383  2.14650  3.70877
C  2.74303  4.40162  0.30850
H  -2.01962  3.92441  -0.97647
H  -3.49603  2.01424  -0.82868
C  -1.98304  -1.64541  3.48277
C  0.63946  1.84552  1.95530
N  0.99748  -0.96490  -1.96795
C  2.91912  -3.25283  0.21467
C  1.46500  -1.37463  -0.81467
H  -1.55937  0.76426  -2.71206
C  3.04883  -4.24612  -2.42840
C  -1.02493  0.35389  2.56234
C  -1.17432  3.34094  -0.59923
N  -0.27361  1.03282  1.54776
H  1.88158  2.39635  -2.22916
O  3.61008  1.75997  -1.27638
H  0.79147  2.01249  3.01767
H  -2.74603  -3.77779  -1.02271
C  -3.96733  -0.66476  -0.55586
C  -1.55419  -2.02565  -0.74599
C  -1.28704  -1.00544  2.47061
H  4.23491  -5.81463  -1.57910
C  2.36448  -3.09061  -2.12175
H  -0.64461  -2.59252  -0.87097
H  -2.25495  2.39988  -2.81752
C  2.29612  -2.59905  -0.83114
S  1.38954  -2.01979  -3.16640
H  -4.90328  -2.58000  -0.79488
C  2.71188  3.92977  -0.95385
H  3.09052  -4.62433  -3.44071
H  4.12275  -4.95382  0.71512
N  -1.37520  1.92194  -0.94966
H  -0.91913  -1.57178  1.63140
C  -1.49328  1.07353  3.65805
H  -1.12587  3.44880  0.48240
C  2.19369  3.62289  1.36815
C  3.61935  -4.41659  -0.07776
H  -2.56230  1.00015  5.51669
O  3.45050  0.48011  -1.19623
Co  -0.02612  0.56946  -0.30632
O  0.21326  -2.72724  -3.59028
C  -3.96830  -2.03930  -0.72690
H  -2.64197  1.80982  0.70524
C  -2.75871  -2.71000  -0.84348

LUMO energy (spin up / spin down) = -0.886 / -0.886 eV
ΔE to the lowest compared entry with this formula, charge and spin = 21.6 kcal per mole
2S+1 = 2
HOMO (spin up / spin down) = -7.81 / -7.70 eV
Frontier orbital gap (spin up / spin down) = 6.92 / 6.81 eV
Energy = -164139.421 eV

So, what does the natural (NBO) scheme give us? The charges, in e, come out as:
1. C 0.11
2. C -0.26
3. C 0.16
4. C -0.08
5. C -0.19
6. H 0.22
7. C -0.43
8. C -0.23
9. H 0.21
10. N -0.67
11. C -0.03
12. H 0.23
13. H 0.23
14. Br 0.07
15. H 0.22
16. C -0.21
17. O -0.64
18. H 0.22
19. H 0.22
20. O -0.92
21. H 0.23
22. H 0.22
23. C -0.20
24. H 0.19
25. H 0.20
26. C -0.21
27. C 0.19
28. N -0.86
29. C -0.18
30. C 0.63
31. H 0.24
32. C -0.19
33. C 0.19
34. C -0.41
35. N -0.44
36. H 0.19
37. O -0.17
38. H 0.21
39. H 0.22
40. C -0.23
41. C -0.25
42. C -0.21
43. H 0.22
44. C -0.30
45. H 0.21
46. H 0.20
47. C -0.07
48. S 2.31
49. H 0.21
50. C -0.23
51. H 0.24
52. H 0.22
53. N -0.40
54. H 0.26
55. C -0.24
56. H 0.21
57. C -0.29
58. C -0.20
59. H 0.23
60. O -0.19
61. Co 1.15
62. O -0.93
63. C -0.22
64. H 0.21
65. C -0.20

***

# 4
DFT (wB97M-V/def2-TZVPD) results for one molecule with the formula C4H12N2O2.

Element x y z (Å)
H  0.23738  -1.06163  -2.12150
H  0.48671  0.66805  -2.09729
H  -0.89446  -1.90062  0.14561
H  -0.23883  1.88600  -0.08613
C  -0.43373  0.89578  0.31844
H  -3.37004  -0.65150  -0.18444
C  1.78374  0.65231  0.57313
C  0.12157  -1.57258  0.36192
O  2.82952  0.66248  -0.35860
H  0.86543  -2.27250  -0.01904
N  -2.75695  -0.15576  0.46417
O  -1.98763  0.74164  -0.34085
H  0.20140  -1.52161  1.44576
H  1.74735  1.62849  1.07335
C  0.33143  -0.21056  -0.25041
H  2.57325  1.28453  -1.05460
N  0.50285  -0.22447  -1.62502
H  -3.37550  0.42039  1.04040
H  -0.68579  0.79679  1.37046
H  2.06232  -0.06523  1.34464

LUMO energy = 0.804 eV
ΔE to the lowest compared entry with this formula, charge and spin = 131.5 kcal per mole
HOMO = -7.86 eV
Frontier orbital gap = 8.66 eV
Energy = -11413.514 eV

So, what does the natural (NBO) scheme give us? The charges, in e, come out as:
1. H 0.40
2. H 0.38
3. H 0.24
4. H 0.20
5. C -0.09
6. H 0.34
7. C -0.12
8. C -0.64
9. O -0.70
10. H 0.22
11. N -0.56
12. O -0.51
13. H 0.22
14. H 0.17
15. C 0.15
16. H 0.46
17. N -0.85
18. H 0.33
19. H 0.22
20. H 0.17